The following is a quantum chemistry calculation of C29H35F5N3OSTeTi as an isolated structure, from the Open Molecules 2025 dataset.

Geometry as ORCA input:
```
! wB97M-V def2-TZVPD RIJCOSX def2/J DEFGRID3
* xyz 0 2
Ti -0.1158 -0.3406 -0.8939
N 1.3169 0.5505 0.6238
C 1.0076 0.2931 2.0522
C -0.2794 0.9782 2.4946
C -1.5580 0.3271 1.9788
N -1.6408 0.4508 0.5186
H 2.2215 0.1486 0.3912
H 1.4078 1.5522 0.4667
H 1.8357 0.6284 2.6806
H 0.9071 -0.7874 2.1719
H -0.2552 2.0310 2.1854
H -0.3078 0.9790 3.5853
H -2.4243 0.7847 2.4650
H -1.5560 -0.7357 2.2259
H -1.7186 1.4315 0.2599
H -2.4756 0.0104 0.1380
F 3.5885 -6.2118 -1.4455
C 2.6067 -5.3745 -1.1111
C 2.8016 -4.0072 -1.1718
F 3.9775 -3.5112 -1.5610
C 1.7654 -3.1667 -0.8181
F 1.9939 -1.8296 -0.8877
C 0.5215 -3.6108 -0.4010
S -0.7627 -2.5169 0.0581
C 0.3619 -4.9941 -0.3517
F -0.8001 -5.5177 0.0417
C 1.3791 -5.8645 -0.6982
F 1.1861 -7.1824 -0.6371
C -0.5771 -0.0743 -4.5488
C -0.3900 0.1042 -3.0686
O 0.8479 0.1842 -2.5842
N -1.3744 0.2000 -2.2325
Te -0.7834 3.4522 -1.9146
C -0.4450 5.4215 -2.6425
C -0.9434 6.5409 -1.9553
C -1.6951 6.4276 -0.6590
C -0.7348 7.8076 -2.4863
C -0.0325 8.0040 -3.6686
C 0.1590 9.3836 -4.2362
C 0.4714 6.8892 -4.3153
C 0.2789 5.5963 -3.8299
C 0.8700 4.4741 -4.6482
C -2.9089 3.5002 -1.9499
C -3.5478 3.4843 -3.2007
C -2.7821 3.5160 -4.4951
C -4.9352 3.4416 -3.2542
C -5.7143 3.4082 -2.1072
C -7.2150 3.3353 -2.1815
C -5.0668 3.4453 -0.8837
C -3.6786 3.4961 -0.7780
C -3.1275 3.5879 0.6252
H -0.7585 0.9093 -4.9856
H -1.4480 -0.6972 -4.7394
H 0.3139 -0.4947 -5.0128
H -1.1561 5.7992 0.0518
H -2.6776 5.9775 -0.8122
H -1.8366 7.4125 -0.2154
H -1.1233 8.6690 -1.9531
H 0.0899 10.1436 -3.4585
H -0.6080 9.6024 -4.9824
H 1.1290 9.4783 -4.7243
H 1.0365 7.0180 -5.2334
H 1.9328 4.6541 -4.8171
H 0.3890 4.4305 -5.6281
H 0.7625 3.4989 -4.1819
H -2.1151 2.6559 -4.5605
H -2.1667 4.4145 -4.5727
H -3.4646 3.4941 -5.3438
H -5.4200 3.4260 -4.2242
H -7.5615 3.3807 -3.2129
H -7.6744 4.1581 -1.6314
H -7.5802 2.4046 -1.7438
H -5.6574 3.4433 0.0279
H -3.5479 4.4568 1.1348
H -2.0437 3.6903 0.6425
H -3.4138 2.7093 1.2081
*
```

## Properties
Maximum force in eV/Å: 0.45
Energy in eV: -91991.7361
Energy above the lowest of the compared OMol25 structures with the same formula, charge and spin in kJ/mol: 47.1
Lowest unoccupied orbital energy (alpha / beta) in eV: 0.10 / 0.10


The following is a quantum chemistry calculation of C29H35N10O2Ru as an isolated structure in a non-equilibrium geometry, from the Open Molecules 2025 dataset.

Geometry as ORCA input:
```
! wB97M-V def2-TZVPD RIJCOSX def2/J DEFGRID3
* xyz 0 2
Ru 0.2803 0.2305 0.2547
C 3.0708 -1.0946 0.0410
N 2.4794 0.1130 0.6730
C 2.7455 0.0269 2.1205
C 3.0609 1.2727 0.0212
C 4.2290 1.8645 0.4544
C 4.8576 2.8194 -0.3391
C 4.3221 3.1057 -1.5850
C 3.1279 2.5356 -2.0068
C 2.4181 1.6684 -1.1622
N 1.1912 1.0796 -1.3721
C 0.3213 1.4240 -2.4087
C 0.2513 2.6485 -3.0736
C -0.7394 2.8921 -4.0216
C -1.6783 1.9255 -4.3287
C -1.6383 0.7045 -3.6563
C -0.6679 0.4610 -2.7073
N -0.6264 -0.7439 -1.9156
C -1.9257 -1.3926 -1.7291
C 0.3170 -1.7133 -2.4961
H 4.1594 -1.0563 0.1473
H 2.6731 -1.9806 0.5178
H 2.8086 -1.1074 -1.0140
H 3.7896 -0.2415 2.3047
H 2.5148 0.9741 2.5941
H 2.1041 -0.7487 2.5357
H 4.6709 1.5705 1.3977
H 5.7699 3.2935 -0.0034
H 4.8370 3.7908 -2.2474
H 2.7545 2.7545 -2.9948
H 0.9331 3.4434 -2.8103
H -0.7783 3.8600 -4.5068
H -2.4411 2.1110 -5.0733
H -2.3824 -0.0512 -3.8723
H -2.2810 -1.8596 -2.6566
H -1.8249 -2.1763 -0.9823
H -2.6630 -0.6747 -1.3849
H -0.0676 -2.0940 -3.4506
H 1.2702 -1.2174 -2.6724
H 0.4590 -2.5330 -1.7980
C 0.1238 3.6227 2.7927
C -0.2079 2.2016 2.4066
O 0.5809 1.7173 1.4921
C -1.2262 1.5316 3.0092
C -1.5079 0.1360 2.7790
C -2.4928 -0.5397 3.6881
N -0.9139 -0.5283 1.8428
N -1.2421 -1.8933 1.8123
C -0.4183 -2.5193 1.0337
O 0.5628 -1.9640 0.4120
C -0.6159 -3.9864 0.8385
C -1.7868 -4.6167 1.2534
C -1.9579 -5.9755 1.0452
C -0.9592 -6.7191 0.4271
C 0.2076 -6.0951 0.0110
C 0.3760 -4.7317 0.2116
H 1.0241 3.9439 2.2722
H 0.2819 3.7087 3.8680
H -0.6973 4.2877 2.5181
H -1.7849 2.0403 3.7823
H -2.9454 0.1868 4.3615
H -1.9966 -1.3135 4.2744
H -3.2610 -1.0478 3.1048
H -2.5526 -4.0254 1.7374
H -2.8745 -6.4579 1.3609
H -1.0924 -7.7822 0.2709
H 0.9885 -6.6701 -0.4709
H 1.2771 -4.2294 -0.1149
N -4.6688 2.3867 0.7579
N -3.3381 2.2996 0.3879
N -2.6040 3.3641 0.1517
C -1.4617 2.8014 -0.2089
N -1.5381 1.4643 -0.1929
N -2.7655 1.1639 0.2001
H -4.8035 3.3217 1.1205
H -4.8298 1.6845 1.4703
H -0.5819 3.3479 -0.4997
*
```

## Properties
Maximum force in eV/Å: 1.08
Energy in eV: -52216.9388
Lowest unoccupied orbital energy (alpha / beta) in eV: 0.46 / 0.47


The following is a quantum chemistry calculation of C29H35N9OY as an isolated structure in a non-equilibrium geometry, from the Open Molecules 2025 dataset.

Geometry as ORCA input:
```
! wB97M-V def2-TZVPD RIJCOSX def2/J DEFGRID3
* xyz 1 1
Y 10.6860 12.8211 7.3997
C 15.3209 12.8588 6.9141
C 15.7583 12.7993 8.2364
C 14.8471 12.6844 9.2581
C 13.4802 12.7424 8.9524
C 13.0014 12.8318 7.6339
C 13.9684 12.9082 6.6371
C 12.5324 12.7034 10.0862
C 12.9335 12.5654 11.4351
C 12.0127 12.5749 12.4019
C 10.6525 12.7051 12.0943
C 9.6108 12.7212 13.0583
C 8.2989 12.7126 12.6736
C 7.9509 12.6973 11.3285
C 8.9309 12.7644 10.3668
C 10.2921 12.7833 10.7352
N 11.2501 12.7674 9.7516
H 16.0376 12.8348 6.1261
H 16.8393 12.8171 8.3897
H 15.2674 12.5929 10.2284
H 13.6444 12.8957 5.5720
H 13.9636 12.4305 11.7065
H 12.3344 12.4975 13.4259
H 9.8581 12.6555 14.1291
H 7.5218 12.7421 13.4339
H 6.9412 12.6821 10.9983
H 8.6155 12.7241 9.3358
C 7.8324 17.1002 6.1612
N 8.4672 16.1646 7.0797
C 7.5970 15.1001 7.4838
C 9.7776 16.2072 7.3208
N 10.4475 15.1532 7.7632
N 10.4222 17.4124 7.0757
C 11.8418 17.3644 6.7924
C 9.9321 18.7370 7.4324
H 7.1642 16.5809 5.4847
H 8.5566 17.5657 5.5008
H 7.2237 17.8680 6.6438
H 6.6345 15.4864 7.8128
H 8.0408 14.5703 8.3168
H 7.4838 14.4129 6.6382
H 11.3286 15.5014 8.1383
H 12.1243 16.4370 6.2711
H 12.4702 17.4790 7.6831
H 12.0923 18.2093 6.1536
H 8.9928 18.6214 7.9788
H 9.7363 19.3413 6.5499
H 10.6618 19.2169 8.0760
N 9.2445 12.7474 5.6893
C 8.3426 12.1255 6.0924
C 7.2896 11.4677 6.6247
C 6.5426 12.0644 7.6558
N 5.9881 12.5925 8.5255
C 7.1088 10.0687 6.5113
N 6.8924 8.9391 6.4776
C 11.9452 7.7801 6.8679
N 11.0190 8.8538 6.5792
C 11.3303 9.6447 5.4176
C 10.2497 9.3866 7.5620
O 10.1630 10.6581 7.6188
N 9.6510 8.6170 8.4736
C 9.2711 7.2127 8.2049
C 8.9014 9.2497 9.5304
H 12.9886 8.1014 6.8779
H 11.8771 6.9738 6.1173
H 11.6740 7.3472 7.8038
H 11.5382 8.9897 4.5728
H 12.1416 10.3519 5.5902
H 10.4942 10.2663 5.1132
H 9.4041 6.9769 7.1619
H 8.2048 7.0754 8.4869
H 9.9158 6.5884 8.8039
H 9.2605 10.2553 9.5847
H 9.0994 8.7171 10.4534
H 7.8260 9.2782 9.3674
*
```

## Properties
Maximum force in eV/Å: 1.84
Energy in eV: -47139.2969
Energy above the lowest of the compared OMol25 structures with the same formula, charge and spin in kJ/mol: 0.0
Lowest unoccupied orbital energy in eV: -2.94


Question: The highest energy belongs to which entry?
Answer: C29H35N9OY


Question: Which value of maximum force does entry 1 give?
Answer: 0.45 eV/Å


Question: Look up the energy of the third one.
Answer: -47139.2969 eV


Question: The lowest energy belongs to which entry?
Answer: C29H35F5N3OSTeTi